1.
Below is a cluster of 8 separate species, C39H87O29P5 in total at a distorted geometry, with properties calculated with ωB97M-V/def2-TZVPD.

```
! wB97M-V def2-TZVPD RIJCOSX def2/J DEFGRID3
* xyz 0 1
H -1.2884 2.4724 3.9567
O 5.0295 -4.9439 -1.0979
C -0.7718 5.7712 -1.4577
H 3.1740 3.2044 -1.0533
P 4.9290 2.4185 2.5266
H -2.3650 -1.4478 3.5787
C 1.7181 1.6153 -7.2201
H -0.9102 5.3039 5.1114
C 3.1062 -8.0701 0.0103
O -1.3247 0.5915 0.9388
C 7.3747 2.6504 3.3289
H -3.1129 -0.6070 2.1533
H 6.7348 -5.8542 -3.2223
H -3.7156 6.1885 -0.8362
H -1.3036 -3.1760 -4.5062
O 3.8325 -7.1862 -0.6834
H -2.5797 2.2880 1.3955
C -0.8647 -3.8067 -5.2793
H 1.5686 -3.8173 0.8061
H -0.4001 -4.7237 -2.2627
H 7.1244 2.5569 4.3857
H -3.9261 -0.5302 3.6587
O -3.2977 4.5262 1.1272
H -2.4555 4.7484 4.9845
O 0.2722 5.2950 -0.9099
O -4.1151 5.1686 3.4579
H 1.5983 -2.0412 -0.7504
H -2.6441 -6.0228 3.4362
C -1.4826 4.5901 4.5191
H -2.9105 7.4399 4.0975
C -1.4958 2.2909 -0.6243
P -2.9574 5.3620 2.3259
H 0.3924 1.5436 -3.9202
C -1.6915 1.9420 0.8670
C -2.3327 -3.8533 -1.5147
H -4.0752 9.6622 3.3863
C -2.2153 7.1247 -2.3810
H -4.0720 -3.2261 3.3188
H -5.9206 2.1642 -2.5326
O 3.8890 3.2627 1.5997
H 3.8419 -9.9949 0.8036
C 0.9241 -0.4910 -3.4701
C -0.9144 0.0697 -0.2375
H -0.6213 -4.9675 -0.5327
H 2.7582 1.2983 3.4888
P -3.3653 -4.4669 1.0231
C 4.2001 -9.1537 0.2102
H 4.0964 1.0607 6.1907
H -1.0691 -3.7365 2.4209
H -2.4436 -4.0397 -6.8607
H -0.0443 -0.7839 -3.0646
O 0.7330 -0.7032 -7.1163
H -4.6127 2.1633 -0.5914
H 0.1736 3.2721 4.2978
H -0.1318 -4.4906 -4.8512
C 6.6014 -6.3742 -2.2737
H 7.1250 -4.5731 -1.2401
O -3.1319 -2.9196 1.5603
H 0.7930 0.4529 -8.7777
H 7.7248 0.6976 2.2331
H -1.5791 -5.7359 -1.8105
H -0.9024 -6.0251 4.0208
O -1.9525 5.2070 -1.3953
C -3.0118 7.7975 3.0729
H -4.8175 -2.0608 2.1056
C -5.3555 4.9888 2.9277
H 3.2531 -3.5108 0.9296
H -2.0087 -4.5942 4.2728
O -0.1731 -2.8392 -6.1067
H -0.2419 -5.3524 2.1073
H -2.2387 8.5426 2.8853
H 1.4890 3.2249 -0.7321
C -1.7440 -5.4441 3.6437
C -4.2671 8.6900 2.9324
C 2.1419 -2.9494 -1.0110
C -5.1626 1.2277 -0.6924
H 9.2112 1.4320 2.9257
C 0.5847 0.6267 -7.7220
H -2.1350 -5.3909 -5.6703
O -4.5944 -5.1737 1.5694
C 2.4768 -3.7599 0.2061
H 3.0520 -0.1034 5.2846
H 1.7013 1.5025 -2.7100
H -2.1750 -2.7868 -1.3537
H 1.4690 1.9335 -6.2078
H 2.0497 2.4506 1.6828
H -2.8267 8.0119 -2.5460
C 8.1528 1.2257 3.0851
H 4.4708 -9.6339 -0.7301
H 7.8304 0.5868 3.9073
H -5.6666 1.0326 0.2542
H -5.1379 2.8970 2.5099
H 3.0378 -2.8787 -1.6278
H -5.1514 3.0789 4.2321
C 2.8828 2.5915 0.9942
C -4.4694 -0.3277 -2.2404
H 1.4978 -3.4482 -1.7352
H -0.7868 3.1167 -0.6824
H 2.5115 4.4633 0.0418
H 3.2086 1.5764 0.7671
C -1.1468 -4.7943 -1.4718
H 5.2205 -8.8871 0.4856
C 1.3032 1.0320 -3.6090
H -5.3665 5.1229 1.8460
H 4.6776 0.1647 4.7578
H 6.6478 -5.7411 -0.1987
O -1.3113 -0.4807 -5.4498
O -2.0068 -5.2657 1.3498
C -3.2876 -1.1821 3.0626
H 2.1836 1.0523 -4.2513
H -2.1788 6.7314 -3.3969
H 1.8691 2.4144 -7.9460
H 2.3916 -8.1552 -0.8083
H -6.6373 3.1058 3.3816
H 5.8740 -7.1859 -2.2704
O -5.6777 0.1697 -2.7404
H -1.1288 -5.0860 -7.1168
H -6.1485 5.6035 3.3536
O 4.9336 0.9560 2.0057
O 2.6609 -5.0731 -0.2965
O -0.9309 1.0961 -1.1747
C -1.1597 -4.8209 2.3588
O -4.1598 0.3377 -1.0257
H 2.6770 1.0991 -7.2650
C -2.9970 6.0352 -1.6414
O 6.3499 3.1737 2.5042
H 2.4256 2.2444 4.8946
H -0.9517 2.9583 5.6561
P 4.1160 -5.7304 -0.0636
H 1.6292 -0.9093 -2.7518
O -1.5523 4.9381 3.1318
H 2.6366 -7.7922 0.9539
O 4.5890 -5.7661 1.3098
C -6.0738 1.2727 -1.9244
C 3.8225 0.6642 5.2130
C -1.7037 -4.6243 -6.3140
O 4.2578 2.6381 3.9947
C -0.8713 3.2416 4.6066
H 7.5021 -6.8597 -1.8981
C 3.2350 1.7470 4.3603
O -2.8447 6.9109 2.0547
H -5.0319 8.0839 3.4181
O -3.7128 -1.1479 -2.7837
P -0.0631 -1.2723 -5.7531
O -3.3945 -4.2728 -0.6014
O -0.9048 6.9075 -2.1312
C -5.6077 3.4581 3.3177
H -0.4079 1.0403 -7.5437
O 1.1395 -1.2633 -4.7026
C 2.4539 3.4186 -0.2635
H -0.9591 2.5339 1.4160
H -4.3360 8.6786 1.8447
H -2.4244 2.6306 -1.0831
H -2.5213 -3.8073 -2.5872
C 6.3574 -5.3440 -1.1714
C -3.9141 -2.4310 2.5902
H -3.6012 5.4923 -2.3682
H 8.0557 3.4682 3.5646
O -0.6430 -1.0495 -0.4629
H -7.1277 1.1367 -1.6818
*
```

Output
* SMILES: CCOP(=O)(OCC)OCC.CCOP(=O)(OCC)OCC.CCOP(=O)(OCC)OCC.CCOP(=O)(OCC)OCC.CCOP(=O)(OCC)OCC.O=C1OCCO1.O=C1OCCO1.O=C1OCCO1
* HOMO-LUMO gap: 9.80 eV
* total energy: -5427.15376 a.u.
* relative energy (zero: lowest compared OMol25 entry of this formula, charge and spin): 7.8518 eV
* max |F|: 0.14293 Eh/bohr

Here are the Löwdin charges for atoms 1 to 6, given in e: 0.08 -0.14 -0.48 0.07 0.58 0.08



2.
Below is a cluster of 12 separate species, H24O12 in total at a distorted geometry, with properties calculated with ωB97M-V/def2-TZVPD.

```
! wB97M-V def2-TZVPD RIJCOSX def2/J DEFGRID3
* xyz 1 2
O 2.5418 2.2828 -1.9281
O 0.4036 -1.7313 -2.8160
H -0.5697 1.8567 -3.1255
H -1.8212 1.9380 0.7649
O -2.4571 0.4055 1.9057
H -2.3393 -2.3666 0.0753
O 0.3107 -0.1473 0.1175
H 0.0512 0.7118 0.4506
H 1.5400 -2.2837 -1.6831
O 2.0686 -2.9223 -1.2045
H -1.0996 -2.4301 0.9419
H -3.3993 0.5706 1.8689
H 1.0904 3.8925 0.2314
H 0.4356 0.9116 2.6412
H 0.3575 -0.0325 -0.8317
O 0.7875 2.9878 0.3090
O 0.5421 -1.0357 2.8367
H -2.3100 -0.2887 1.2633
H 0.4255 -0.7838 -2.9502
O -1.7972 2.4741 -0.0278
O -0.4596 1.2751 -2.3732
H -0.9673 2.9478 0.0279
O -1.9862 -2.0703 0.9142
H -0.9742 1.4632 2.6408
H 3.0719 3.0540 -1.7269
H 0.8708 2.7858 1.2409
H -1.1333 1.5544 -1.7533
H 1.7174 2.4308 -1.4648
O -0.0573 1.7293 2.5728
H -0.4063 -2.0150 -3.2401
H 0.4783 -4.3968 0.6066
H 0.7957 -3.0685 -0.0467
H 1.3983 -1.4363 2.9874
H 2.1838 -3.6472 -1.8190
O 0.3264 -3.4556 0.6923
H 0.3803 -1.1599 1.9014
*
```

Output
* expectation value of S²: 0.756
* HOMO-LUMO gap (alpha / beta): 11.00 / 3.11 eV
* total energy: -916.90798 a.u.
* relative energy (zero: lowest compared OMol25 entry of this formula, charge and spin): 0.6244 eV
* max |F|: 0.03251 Eh/bohr

Here are the natural (NBO) charges for atoms 1 to 6, given in e: -0.94 -0.97 0.50 0.48 -0.94 0.49



3.
Below is the molecule C5H13NS at a distorted geometry, with properties calculated with ωB97M-V/def2-TZVPD.

```
! wB97M-V def2-TZVPD RIJCOSX def2/J DEFGRID3
* xyz 0 1
H 1.2205 2.3078 0.3170
H -0.8455 -0.8895 -2.7133
H 1.0532 -0.7634 3.0983
H -3.3825 -1.4710 -3.0050
C 0.6366 1.4436 0.5674
H -0.1650 1.8188 1.2175
C -1.4803 -0.4206 -1.9615
H 1.8427 -1.5481 1.8144
H -1.6761 0.5722 -2.3398
C -0.7298 -0.2887 -0.6357
H -0.1292 -1.1848 -0.4836
N 0.0135 0.9729 -0.6573
H 0.7164 0.8705 -1.3789
S -3.0751 -1.2485 -1.7213
H 0.1723 -1.0979 1.6181
H 2.3442 0.2616 0.6346
C 1.5894 0.5481 1.3643
H -1.4405 -0.2419 0.1948
H 2.2057 1.1232 2.0584
C 1.1294 -0.7643 2.0117
*
```

Output
* SMILES: CCCNCCS
* HOMO-LUMO gap: 9.87 eV
* total energy: -651.21656 a.u.
* relative energy (zero: lowest compared OMol25 entry of this formula, charge and spin): 0.7457 eV
* max |F|: 0.02733 Eh/bohr

Here are the natural (NBO) charges for atoms 1 to 6, given in e: 0.20 0.21 0.21 0.12 -0.21 0.18



4.
Below is a structure of composition C17H13F3N3O6S4 at a distorted geometry, with properties calculated with ωB97M-V/def2-TZVPD.

```
! wB97M-V def2-TZVPD RIJCOSX def2/J DEFGRID3
* xyz -1 1
F 0.2754 -1.6238 2.5069
S -0.9981 1.8749 -1.1834
H -2.4526 -5.0364 -1.9811
C 0.3638 -4.4134 -0.1985
H 0.9843 -4.8272 0.5872
O 1.4273 -0.7714 -2.7287
H -1.0238 1.8884 3.7464
O -2.3025 1.7215 -1.7826
H 0.8994 -0.3084 0.9797
C 0.6960 -3.1822 -0.7401
N 0.0052 0.5178 -1.2406
O -1.0155 -0.6453 -3.2766
C -1.3417 -3.2099 -2.0285
S 3.8519 2.2005 -2.8966
H -0.4654 0.9410 1.6145
C 1.8756 1.6846 0.5708
H 4.2092 -0.2356 -1.6100
H 1.6419 -2.7313 -0.4739
F -1.7354 -0.7721 2.9575
C -1.5802 -4.5146 -1.5858
H -2.2458 4.0570 3.9163
C -1.3571 2.5602 0.4729
H -0.9332 -6.1280 -0.3196
C 2.7487 -0.4393 -0.1130
N 2.5900 2.2719 -0.5178
H 2.4594 3.2836 -0.6588
C -1.3057 2.4396 2.8685
C 1.5792 0.2791 0.3120
S -0.9121 -0.6376 0.4884
C -0.7469 -5.1183 -0.6557
C -1.0064 -1.4205 1.9912
H -2.6288 5.3632 1.8195
C -2.2115 4.3675 1.7731
F -1.5817 -2.6505 1.8005
O -0.0622 2.8436 -1.7727
C 3.3538 1.5854 -1.4103
C -1.0188 1.9054 1.6328
O 1.5466 2.4116 1.5232
O 3.0909 -1.6161 0.1055
H -2.0388 -2.6988 -2.6919
H -2.1753 4.3429 -0.4099
C -0.2184 -2.5104 -1.5840
N 3.6191 0.3084 -0.9759
C -1.9604 3.6594 2.9486
S 0.0408 -0.8413 -2.3028
C -1.9404 3.8252 0.5230
*
```

Output
* HOMO-LUMO gap: 4.58 eV
* total energy: -3163.53070 a.u.
* relative energy (zero: lowest compared OMol25 entry of this formula, charge and spin): 5.2536 eV
* max |F|: 0.07883 Eh/bohr

Here are the natural (NBO) charges for atoms 1 to 6, given in e: -0.37 2.26 0.21 -0.20 0.21 -0.93



Question: What is the max |F| in the fourth record?
Answer: 0.07883 Eh/bohr